A cluster of 2 separate species, C5H11NS2 in total. Source: OMol25; level of theory: the ωB97M-V functional and the def2-TZVPD basis.

```
19
C5H11NS2, DFT the ωB97M-V functional and the def2-TZVPD basis
C -1.02602 2.67682 -1.33003
C -0.57510 2.14887 -2.46082
N -0.36389 0.75700 -2.66234
C 0.33453 0.14315 -1.81004
H -1.08584 2.09730 -0.41505
H -1.21419 3.73639 -1.22481
H -0.42856 2.74616 -3.35064
H 0.55958 -0.90324 -2.00948
H 0.81618 0.60401 -0.94350
C 0.17420 -2.75303 0.92299
C 0.01877 -1.57650 1.88579
S 1.50979 -0.53358 1.73789
S 1.06995 1.08446 2.93160
H 1.08982 -3.31993 1.10426
H 0.27455 -2.34877 -0.08434
H -0.66180 -3.43343 1.06695
H 0.02935 -1.92057 2.91991
H -0.90753 -1.04355 1.68350
H 0.38622 1.83846 2.03816
```

**Frontier orbital gap**: 9.7 eV
**E_LUMO**: 0.5 eV
**E_HOMO**: -0.3384 Ha
**SMILES**: C=CN=C.CCSS
**ΔE to the lowest compared entry with this formula, charge and spin**: 151.6 kJ/mol
**Total charge**: 0
**Max |F|**: 0.0158 Eh/bohr
**Multiplicity**: 1

The ion C5H11O with charge -1 in a non-equilibrium geometry. Source: OMol25; level of theory: the ωB97M-V functional and the def2-TZVPD basis.

```
17
C5H11O, DFT the ωB97M-V functional and the def2-TZVPD basis
C -1.42265 1.22423 -1.72930
C -0.10585 1.23049 -0.92295
C -0.07966 0.34847 0.29958
C 0.96842 -0.76776 0.57080
C 0.69895 -1.80477 1.69078
O 1.93572 -2.11892 2.22455
H -1.23511 1.74176 -2.65770
H -1.58883 0.15391 -1.90903
H -2.33868 1.43451 -1.14729
H -0.00132 2.26502 -0.61757
H 0.68412 0.90019 -1.62035
H -1.04664 -0.15107 0.50848
H 0.11439 1.06037 1.15075
H 1.91143 -0.27955 0.88756
H 1.34456 -1.22303 -0.34482
H -0.03296 -1.32101 2.38417
H 0.19409 -2.69283 1.23233
```

**Frontier orbital gap**: 5.7 eV
**E_LUMO**: 3.7 eV
**E_HOMO**: -0.0748 Ha
**SMILES**: CCCCC[O-]
**ΔE to the lowest compared entry with this formula, charge and spin**: 87.5 kJ/mol
**Total charge**: -1
**Max |F|**: 0.0498 Eh/bohr
**Multiplicity**: 1